{"formula": "C45H36N5O6P2TeV", "method": "the ωB97M-V functional and the def2-TZVPD basis", "s_squared": 2.0417, "spin_multiplicity": 3, "gap_ev": [5.974, 6.114], "charge": 0, "de_lowest_kj_mol": 0.0, "total_energy_ha": -4356.35520, "largest_force_ha_per_bohr": 0.01764, "symbols": ["V", "Te", "C", "C", "C", "N", "C", "C", "C", "P", "C", "C", "C", "C", "C", "C", "C", "C", "C", "C", "C", "C", "P", "C", "C", "C", "C", "C", "C", "C", "C", "C", "C", "C", "C", "H", "H", "H", "H", "H", "H", "H", "H", "H", "H", "H", "H", "H", "H", "H", "H", "H", "H", "H", "H", "H", "H", "H", "H", "O", "C", "C", "C", "C", "C", "C", "C", "O", "N", "O", "O", "H", "H", "H", "H", "N", "N", "H", "H", "H", "H", "O", "C", "N", "C", "O", "C", "C", "C", "C", "C", "C", "H", "H", "H", "H"], "positions_angstrom": [[-0.14070, 0.14845, 0.18207], [2.81608, -1.54617, 2.57029], [4.83288, -0.98608, 2.87340], [5.17415, 0.30142, 3.25797], [6.51675, 0.61849, 3.39858], [7.51090, -0.24212, 3.18643], [7.16760, -1.47955, 2.83497], [5.85721, -1.90092, 2.66786], [2.16126, 0.40739, 2.11215], [0.44388, 0.82013, 2.49053], [0.38864, 2.53698, 3.11141], [-0.58569, 3.42710, 2.68175], [-0.60123, 4.72471, 3.17917], [0.34477, 5.13242, 4.10737], [1.31294, 4.23650, 4.55021], [1.33298, 2.94596, 4.05033], [-0.16037, -0.10156, 3.93293], [-1.48481, -0.52519, 3.93216], [-2.01491, -1.17791, 5.03716], [-1.22183, -1.40326, 6.15164], [0.09730, -0.96589, 6.16582], [0.62602, -0.31583, 5.06301], [2.27639, 0.79934, 0.34741], [3.78261, 0.04624, -0.33706], [3.71816, -1.05905, -1.17522], [4.88321, -1.63083, -1.66999], [6.11556, -1.09728, -1.32529], [6.18735, 0.01697, -0.49750], [5.02502, 0.59252, -0.01378], [2.63913, 2.56362, 0.04163], [2.66918, 2.96512, -1.29537], [2.92015, 4.28375, -1.62718], [3.13147, 5.22229, -0.62156], [3.11155, 4.82768, 0.70641], [2.87239, 3.49824, 1.03694], [4.40354, 1.04979, 3.40500], [6.81118, 1.62176, 3.69115], [7.98786, -2.16963, 2.66454], [5.65146, -2.91673, 2.35219], [-1.32759, 3.09811, 1.96651], [-1.35992, 5.41909, 2.83967], [0.32927, 6.14503, 4.49027], [2.05039, 4.54660, 5.27989], [2.10742, 2.25631, 4.36960], [-2.11108, -0.31339, 3.07223], [-3.04732, -1.50347, 5.02842], [-1.63251, -1.91180, 7.01453], [0.71489, -1.13340, 7.03873], [1.65705, 0.01376, 5.08151], [2.75346, -1.47380, -1.44691], [4.82798, -2.49076, -2.32521], [7.02328, -1.54661, -1.70746], [7.14865, 0.43273, -0.22409], [5.08030, 1.46803, 0.61997], [2.50965, 2.23026, -2.07816], [2.94931, 4.58525, -2.66695], [3.31481, 6.25759, -0.87954], [3.28271, 5.55198, 1.49293], [2.87108, 3.18576, 2.07214], [-0.13115, -0.16781, -1.90120], [-0.29242, 0.69303, -2.77720], [-0.51689, 2.09204, -2.59696], [-0.60081, 2.87959, -3.75792], [-0.77492, 4.22944, -3.65735], [-0.88538, 4.85385, -2.39905], [-0.81411, 4.11202, -1.26001], [-0.61554, 2.70378, -1.30796], [-0.53448, 2.04120, -0.21904], [-0.84486, 5.04010, -4.87275], [-0.99405, 6.23913, -4.73894], [-0.74380, 4.47000, -5.94217], [-0.24620, 0.35788, -3.82323], [-0.52199, 2.42597, -4.73794], [-1.02028, 5.92564, -2.36332], [-0.87244, 4.56714, -0.28012], [-0.16254, -2.52078, 1.57196], [0.22292, -1.93535, 0.31972], [-0.37641, -3.50451, 1.44105], [-1.00998, -2.05646, 1.88156], [-0.34320, -2.29742, -0.45626], [1.21055, -2.14798, 0.18794], [-2.18461, -2.34582, -0.93003], [-2.75314, -1.39018, -0.43170], [-2.14692, -0.33981, 0.24797], [-3.14889, 0.52267, 0.71405], [-2.97463, 1.52738, 1.36260], [-4.47548, -0.02301, 0.28246], [-5.75397, 0.44906, 0.48542], [-6.79990, -0.30394, -0.04331], [-6.55399, -1.48488, -0.74268], [-5.25480, -1.94948, -0.93493], [-4.23148, -1.19067, -0.40844], [-5.93268, 1.36563, 1.03206], [-7.81966, 0.03223, 0.09113], [-7.38603, -2.04914, -1.14297], [-5.05646, -2.86459, -1.47705]], "forces_ev_per_a": [[0.5, 0.7, -0.2], [0.1, 0.3, 0.1], [-0.1, -0.1, 0.0], [0.1, 0.0, 0.0], [0.0, 0.0, 0.0], [0.0, 0.0, 0.0], [0.0, 0.0, 0.0], [0.0, 0.0, 0.0], [-0.6, -0.3, -0.3], [0.1, -0.1, 0.1], [0.1, -0.1, 0.1], [-0.1, 0.0, -0.1], [0.0, 0.1, 0.0], [0.0, 0.0, 0.0], [0.0, 0.0, 0.0], [0.1, 0.0, 0.0], [0.1, 0.0, 0.1], [-0.1, 0.0, 0.0], [0.0, 0.0, 0.0], [0.0, 0.0, 0.0], [0.0, 0.0, 0.0], [0.0, 0.0, 0.0], [0.1, 0.1, 0.0], [0.0, 0.1, 0.0], [0.0, -0.1, 0.0], [0.0, 0.0, 0.0], [0.0, 0.0, 0.0], [0.0, 0.0, 0.0], [0.0, 0.0, 0.0], [0.0, -0.1, 0.0], [0.0, 0.0, 0.0], [0.0, 0.1, 0.0], [0.0, 0.0, 0.0], [0.0, 0.0, 0.0], [0.0, 0.0, 0.1], [0.0, 0.0, 0.0], [0.0, 0.0, 0.0], [0.0, 0.0, 0.0], [0.0, 0.0, 0.0], [0.0, 0.0, 0.0], [0.0, 0.0, 0.0], [0.0, 0.0, 0.0], [0.0, 0.0, 0.0], [0.0, 0.0, 0.0], [0.0, 0.0, 0.0], [0.0, 0.0, 0.0], [0.0, 0.0, 0.0], [0.0, 0.0, 0.0], [0.0, 0.0, 0.0], [0.0, 0.0, 0.0], [0.0, 0.0, 0.0], [0.0, 0.0, 0.0], [0.0, 0.0, 0.0], [0.0, 0.0, 0.0], [0.0, 0.0, 0.0], [0.0, 0.0, 0.0], [0.0, 0.0, 0.0], [0.0, 0.0, 0.0], [0.0, 0.0, 0.0], [-0.1, 0.0, 0.2], [0.0, 0.0, 0.0], [0.0, 0.1, 0.0], [0.0, 0.0, -0.1], [0.0, 0.0, 0.0], [0.0, 0.1, -0.1], [0.1, 0.0, 0.1], [0.0, -0.2, -0.1], [-0.1, 0.0, 0.0], [0.0, -0.1, 0.1], [0.0, 0.0, 0.0], [0.0, 0.0, -0.1], [0.0, 0.0, 0.0], [0.0, 0.0, 0.0], [0.0, 0.0, 0.0], [0.0, 0.0, 0.0], [0.0, 0.0, 0.0], [0.1, -0.2, 0.1], [0.0, 0.0, 0.0], [0.0, 0.0, 0.0], [0.0, -0.1, 0.0], [0.0, 0.0, 0.0], [0.0, 0.0, -0.1], [0.1, 0.1, 0.3], [-0.3, 0.0, -0.1], [0.1, 0.0, -0.1], [0.0, -0.1, 0.1], [0.1, 0.0, 0.0], [-0.1, 0.0, 0.0], [0.1, 0.0, 0.0], [0.0, 0.0, 0.0], [-0.1, 0.0, 0.0], [-0.1, 0.0, -0.1], [0.0, 0.0, 0.0], [0.0, 0.0, 0.0], [0.0, 0.0, 0.0], [0.0, 0.0, 0.0]], "mulliken_charge": [0.460, 0.500, 0.431, -0.135, -0.417, -0.654, -0.365, -0.596, -0.894, 0.706, 0.845, -0.154, -0.844, -0.786, -0.509, -0.581, 0.922, -0.543, -0.597, -0.680, -0.738, -0.757, 0.685, 0.596, -0.296, -0.725, -0.633, -0.694, -0.403, 0.434, -0.531, -0.661, -0.734, -0.680, 0.026, 0.370, 0.375, 0.382, 0.347, 0.373, 0.478, 0.387, 0.445, 0.071, 0.188, 0.477, 0.389, 0.444, 0.309, 0.278, 0.427, 0.400, 0.415, 0.432, 0.425, 0.473, 0.401, 0.468, 0.373, -0.573, -0.890, 1.193, -0.422, -0.946, -0.485, -0.878, -0.094, 1.899, 1.048, -0.638, -0.639, 0.286, 0.564, 0.548, 0.452, -0.436, -0.345, 0.330, -0.020, 0.428, 0.341, -0.834, -0.151, 0.955, -0.341, -0.609, 0.040, -0.386, -0.545, -0.504, -0.543, 0.241, 0.498, 0.428, 0.409, 0.497]}